(1)
10
Properties=species:S:1:pos:R:3 method="wB97M-V/def2-TZVPD" multiplicity=3 homo_lumo_gap_ev="6.7 / 7.4" energy_ha=-2708.35538 homo_energy_ev="-5.89 / -9.63"
Br 1.327 -1.610 -0.922
N 0.289 -0.062 -0.553
C -1.132 -0.281 -0.368
C 0.975 0.701 0.454
H 0.227 1.116 1.070
H -1.705 -0.382 -1.345
H -1.660 0.551 0.254
H 1.641 1.477 -0.009
H 1.619 0.006 1.126
H -1.581 -1.515 0.292

(2)
13
Properties=species:S:1:pos:R:3 method="wB97M-V/def2-TZVPD" homo_lumo_gap_ev=10.1 energy_ha=-195.12499 homo_energy_ev=-9.05
C -1.155 0.813 -0.234
C 1.019 -0.565 0.043
C -0.440 -0.392 -0.424
C -1.744 -0.348 0.353
C 2.069 0.369 0.152
H -1.610 1.517 -0.977
H -0.120 -1.066 -1.272
H 1.807 1.544 0.152
H 1.713 -1.547 -0.077
H 3.192 -0.156 -0.002
H -0.650 1.320 0.722
H -2.436 -1.183 0.006
H -1.645 -0.306 1.558

(3)
131
Properties=species:S:1:pos:R:3 method="wB97M-V/def2-TZVPD" charge=+2 multiplicity=4 homo_lumo_gap_ev="6.7 / 6.7" energy_ha=-4498.45000 homo_energy_ev="-12.39 / -12.83"
Re 0.672 0.843 -0.024
S -0.103 3.591 -1.435
P -0.325 2.338 1.813
P -1.348 -2.119 1.625
P -0.945 -1.966 -1.371
P 2.796 0.298 -1.267
O -0.821 0.499 -3.337
O -1.067 4.067 -0.480
O -0.249 -0.647 -1.039
O -0.680 -0.777 1.584
O 1.277 3.903 -1.177
N -0.236 1.949 -1.618
N 1.935 0.678 1.460
C 1.352 -0.558 4.929
C 1.414 0.534 2.798
C -2.166 2.483 1.995
C 4.042 -1.931 -2.553
C 5.566 1.109 2.253
C -1.198 5.309 -4.924
C -4.011 -2.878 1.156
C 2.842 -1.484 -1.724
C -2.647 -1.698 -1.822
C 0.967 -4.871 -3.506
C -0.908 2.848 -3.723
C -3.249 -0.459 -1.645
C 3.976 2.647 -2.351
C -0.740 5.266 -3.613
C 0.287 1.269 3.137
C -0.747 -3.197 2.924
C -0.230 -2.407 -3.994
C -2.853 1.752 0.843
C -4.600 -0.307 -1.920
C 0.938 -4.353 -4.791
C 0.337 -3.123 -5.033
C 1.984 3.919 1.948
C 0.259 4.336 3.689
C -0.673 1.620 -2.909
C 5.327 0.506 -0.048
C -0.940 -3.018 0.093
C -1.589 -3.711 3.905
C -0.182 -2.913 -2.690
C -2.719 3.905 2.119
C 2.724 -2.305 -0.439
C -5.857 -1.755 2.206
C -1.508 4.140 -5.620
C 3.505 1.233 -2.681
C 0.239 0.191 5.287
C 3.368 0.757 1.343
C 1.126 -4.326 3.939
C -1.073 -4.529 4.901
C 1.943 -0.392 3.687
C -3.614 -1.019 2.641
C 0.481 3.952 2.222
C -5.339 -1.387 -2.377
C 3.943 0.509 0.098
C -4.733 -2.623 -2.575
C -3.125 -2.007 1.787
C 4.188 1.095 2.415
C -0.606 4.012 -3.050
C -4.977 -0.896 2.851
C 0.278 -4.837 4.916
C 6.144 0.792 1.032
C 0.616 -3.506 2.949
C 0.409 -4.155 -2.456
C -5.375 -2.745 1.360
C -3.386 -2.781 -2.301
C -1.367 2.893 -5.029
C 2.549 1.211 -3.873
C -0.293 1.102 4.388
H -2.355 4.437 2.992
H 2.476 3.205 2.610
H -1.605 1.979 -5.557
H -2.471 0.738 0.726
H -1.164 1.680 4.670
H 3.940 -2.997 -2.765
H -5.072 0.657 -1.784
H -2.504 4.497 1.234
H -0.001 4.677 1.565
H 7.219 0.795 0.917
H 2.224 3.676 0.915
H 4.414 3.076 -3.254
H -2.920 -0.352 3.139
H 5.770 0.305 -1.016
H 1.938 -1.622 -2.318
H 6.191 1.375 3.094
H 0.298 -2.727 -6.039
H -3.804 3.832 2.214
H 1.743 1.929 -3.721
H 0.574 5.371 3.824
H -2.660 0.380 -1.305
H 4.383 0.628 -2.929
H 0.676 -5.480 5.690
H 1.896 -1.964 0.191
H 2.180 -4.568 3.954
H 3.764 1.346 3.376
H -5.356 -0.133 3.519
H 4.739 2.659 -1.575
H -2.705 2.306 -0.084
H -1.865 4.213 -6.639
H 1.760 -1.284 5.620
H 2.803 -0.988 3.411
H -5.309 -3.458 -2.951
H 4.981 -1.794 -2.014
H 2.402 4.902 2.168
H 2.107 0.228 -4.054
H 3.637 -2.233 0.154
H 1.373 -4.912 -5.609
H -0.707 -1.455 -4.189
H -1.317 6.266 -5.413
H -6.922 -1.658 2.368
H -2.646 -3.478 3.895
H -3.652 -3.661 0.501
H 0.083 -3.371 0.244
H -3.926 1.687 1.034
H 1.417 -5.837 -3.317
H -0.776 4.263 4.018
H 0.441 -4.586 -1.465
H -6.392 -1.266 -2.596
H -0.502 6.168 -3.067
H -1.729 -4.929 5.662
H -2.912 -3.742 -2.472
H 2.567 -3.356 -0.687
H -6.062 -3.417 0.863
H 0.866 3.715 4.348
H 3.151 3.283 -2.043
H 3.086 1.510 -4.774
H -1.571 -3.894 -0.058
H 1.284 -3.091 2.202
H -0.213 0.063 6.261
H 4.108 -1.417 -3.511
H -2.376 1.948 2.925

(4)
14
Properties=species:S:1:pos:R:3 method="wB97M-V/def2-TZVPD" homo_lumo_gap_ev=9.4 energy_ha=-361.75781 homo_energy_ev=-8.89
O 1.618 -0.568 1.234
O -0.936 0.722 -0.655
N 1.829 0.337 -0.843
C 1.127 -0.239 0.175
C -0.635 1.747 0.097
C -0.341 -0.525 -0.181
C -1.102 -1.140 0.967
H -2.179 -1.117 0.778
H -1.043 2.597 -0.491
H -0.787 -2.183 1.069
H -0.371 -1.170 -1.064
H 1.360 0.702 -1.659
H -0.873 -0.624 1.902
H 2.760 0.670 -0.646